Here is a cluster of 9 separate species, C62H144BrN8O2 in total from OMol25. Energies are from wB97M-V/def2-TZVPD.

The calculation puts the largest force on an atom at 0.0716 hartree/bohr. The total energy is -5608.3549 Ha. The LUMO energy is -12.4915 eV.

ORCA input file:
```
! wB97M-V def2-TZVPD RIJCOSX def2/J DEFGRID3
* xyz 7 1
C -5.24 8.32 -0.18
C -4.33 7.14 0.14
C -4.21 6.97 1.61
N -3.31 5.78 2.00
C -1.84 6.06 1.61
C -3.41 5.59 3.53
C -3.71 4.09 3.73
C -3.60 3.39 2.43
C -3.75 4.54 1.37
H -6.15 8.27 0.43
H -5.61 8.33 -1.21
H -4.77 9.24 0.16
H -3.42 7.29 -0.43
H -4.74 6.24 -0.31
H -5.20 6.87 2.06
H -3.81 7.86 2.10
H -1.63 5.96 0.55
H -1.21 5.33 2.12
H -1.68 7.11 1.85
H -2.65 6.12 4.10
H -4.33 6.10 3.83
H -3.08 3.72 4.54
H -4.73 3.98 4.10
H -2.65 2.89 2.23
H -4.44 2.71 2.30
H -3.22 4.38 0.43
H -4.80 4.63 1.08
C -10.07 1.50 -6.36
C -8.82 0.82 -5.96
C -8.61 0.71 -4.44
N -7.34 -0.09 -3.97
C -7.14 -1.40 -4.83
C -7.42 -0.44 -2.47
C -5.95 -0.34 -1.96
C -5.60 0.87 -2.72
C -6.10 0.78 -4.13
H -10.93 0.92 -6.04
H -10.24 1.65 -7.42
H -10.21 2.44 -5.82
H -8.06 1.44 -6.43
H -8.76 -0.18 -6.37
H -9.49 0.21 -4.04
H -8.65 1.68 -3.94
H -6.94 -1.20 -5.88
H -8.13 -1.85 -4.82
H -6.38 -2.10 -4.49
H -7.95 -1.37 -2.31
H -7.93 0.40 -2.00
H -5.29 -1.15 -2.28
H -5.87 -0.19 -0.88
H -4.51 0.91 -2.79
H -5.95 1.79 -2.25
H -5.38 0.32 -4.81
H -6.47 1.63 -4.71
C -2.71 -6.35 0.14
N -3.85 -7.39 0.02
C -3.27 -8.80 -0.22
C -4.65 -7.45 1.31
C -4.73 -7.00 -1.21
C -4.23 -7.56 -2.64
O -4.73 -8.89 -2.81
H -2.10 -6.46 1.04
H -3.22 -5.42 0.39
H -2.08 -6.21 -0.74
H -4.17 -9.42 -0.28
H -2.70 -9.12 0.65
H -2.64 -8.87 -1.11
H -5.36 -8.28 1.30
H -5.25 -6.56 1.49
H -3.96 -7.62 2.14
H -5.01 -5.96 -1.09
H -5.69 -7.48 -0.99
H -3.14 -7.57 -2.77
H -4.65 -6.89 -3.39
H -4.03 -9.45 -3.16
C 3.11 -1.00 2.11
N 1.59 -1.07 2.57
C 1.32 -2.42 3.30
C 1.21 0.08 3.56
C 0.70 -0.95 1.27
C 1.00 0.15 0.30
O 0.78 1.44 0.84
H 3.55 -0.95 3.11
H 3.42 -0.03 1.70
H 3.54 -1.81 1.52
H 1.48 -3.22 2.57
H 0.33 -2.38 3.74
H 1.99 -2.52 4.16
H 0.15 0.01 3.80
H 1.54 1.05 3.19
H 1.93 -0.11 4.36
H -0.28 -0.78 1.72
H 0.79 -1.90 0.75
H 0.18 0.06 -0.41
H 1.89 -0.06 -0.29
H 0.79 1.99 0.06
C 8.36 -4.09 -0.62
C 7.51 -5.38 -0.35
C 6.25 -5.24 -1.28
C 5.17 -6.31 -1.17
N 4.02 -6.10 -2.24
C 4.55 -6.08 -3.64
C 3.32 -6.49 -4.49
C 2.63 -7.52 -3.68
C 3.26 -7.48 -2.35
C 3.15 -4.91 -1.86
H 8.52 -3.92 -1.69
H 9.31 -4.02 -0.08
H 7.74 -3.24 -0.33
H 7.26 -5.42 0.71
H 8.03 -6.32 -0.54
H 6.61 -5.30 -2.31
H 5.85 -4.25 -1.08
H 4.63 -6.32 -0.22
H 5.60 -7.28 -1.42
H 5.07 -5.15 -3.87
H 5.28 -6.89 -3.70
H 2.73 -5.57 -4.60
H 3.63 -6.85 -5.47
H 1.55 -7.43 -3.64
H 2.77 -8.45 -4.23
H 2.52 -7.56 -1.56
H 3.96 -8.30 -2.28
H 3.79 -4.04 -1.75
H 2.79 -5.27 -0.90
H 2.26 -4.68 -2.45
C 3.82 5.58 -8.82
C 3.38 5.28 -7.41
C 3.54 3.80 -6.98
C 2.60 2.84 -7.75
N 2.80 1.35 -7.49
C 4.28 0.88 -7.61
C 4.25 -0.55 -8.05
C 2.87 -0.75 -8.68
C 2.17 0.58 -8.67
C 2.17 0.98 -6.19
H 4.85 5.30 -9.02
H 3.76 6.62 -9.12
H 3.18 5.10 -9.56
H 2.43 5.60 -6.99
H 4.06 5.83 -6.76
H 3.37 3.67 -5.91
H 4.59 3.53 -7.06
H 2.73 2.99 -8.82
H 1.52 2.98 -7.67
H 4.84 1.10 -6.70
H 4.75 1.42 -8.43
H 4.45 -1.08 -7.13
H 5.15 -0.73 -8.64
H 2.34 -1.57 -8.19
H 2.88 -1.13 -9.70
H 1.10 0.46 -8.47
H 2.26 1.12 -9.62
H 2.43 1.70 -5.40
H 2.44 -0.01 -5.85
H 1.12 1.15 -6.40
C -6.30 0.26 9.22
C -5.35 1.48 9.11
C -3.93 1.31 9.49
C -3.24 0.12 8.80
N -1.90 -0.30 9.48
C -1.26 -1.49 8.75
C -0.42 -2.24 9.79
C -1.29 -2.13 11.00
C -2.28 -0.97 10.81
C -0.95 0.88 9.62
H -6.32 -0.33 10.13
H -6.17 -0.54 8.49
H -7.32 0.65 9.17
H -5.75 2.35 9.62
H -5.37 1.54 8.02
H -3.84 1.19 10.57
H -3.39 2.21 9.21
H -3.14 0.30 7.73
H -3.88 -0.76 8.88
H -0.57 -1.02 8.05
H -2.09 -2.10 8.37
H 0.58 -1.88 10.02
H -0.33 -3.27 9.44
H -0.71 -1.98 11.91
H -1.91 -3.01 11.17
H -2.23 -0.12 11.49
H -3.30 -1.35 10.77
H -0.94 1.30 8.62
H 0.04 0.54 9.93
H -1.46 1.58 10.27
C 8.67 1.98 4.17
C 7.16 1.96 3.90
C 6.79 3.27 3.20
C 7.30 3.60 1.72
N 6.38 4.73 1.09
C 4.94 4.27 0.63
C 4.66 5.12 -0.59
C 5.96 5.27 -1.33
C 7.04 5.17 -0.26
C 6.40 5.95 2.05
H 8.98 1.30 4.97
H 9.13 2.95 4.33
H 9.14 1.49 3.31
H 6.72 1.79 4.89
H 6.94 1.05 3.34
H 7.07 4.02 3.94
H 5.71 3.40 3.09
H 7.27 2.79 0.99
H 8.30 4.02 1.80
H 4.19 4.37 1.42
H 5.04 3.19 0.51
H 4.20 6.08 -0.40
H 3.88 4.59 -1.14
H 6.04 6.20 -1.90
H 6.08 4.47 -2.07
H 7.68 6.04 -0.09
H 7.70 4.38 -0.63
H 6.32 6.89 1.51
H 7.40 5.91 2.49
H 5.65 5.69 2.80
Br -1.13 4.14 -3.57
*
```